{
  "formula": "C5H11FN",
  "method": "wB97M-V/def2-TZVPD",
  "multiplicity": 1,
  "gap_ha": 0.3738,
  "homo_energy_ha": -0.495,
  "lumo_ev": -3.307,
  "max_force_ev_per_a": 4.46,
  "total_energy_ev": -9558.2985,
  "charge": 1,
  "symbols": ["C", "C", "C", "C", "C", "N", "F", "H", "H", "H", "H", "H", "H", "H", "H", "H", "H", "H"],
  "positions_angstrom": [[0.176, 2.544, -3.765], [0.590, 1.432, -3.392], [-1.405, 0.146, 1.383], [0.035, -1.974, 1.175], [0.896, 0.156, 0.399], [-0.053, -0.477, 1.431], [1.410, 0.376, -3.572], [-0.596, 3.228, -3.351], [0.742, 0.107, -0.885], [-1.961, 0.048, 2.309], [-1.414, 1.211, 0.872], [-1.982, -0.555, 0.649], [0.596, -2.231, 0.263], [0.735, -2.429, 2.020], [-0.883, -2.424, 1.253], [0.710, 1.192, 0.496], [1.978, 0.107, 0.371], [0.427, -0.458, 2.344]],
  "forces_ev_per_a": [[-1.30, -1.19, 2.66], [2.10, -0.41, -2.32], [-1.70, -0.29, -3.14], [3.79, -0.80, 1.83], [-0.73, 1.90, -3.97], [2.84, -1.07, -1.54], [-1.82, 1.83, 0.82], [1.01, -0.23, -1.12], [-0.70, -0.95, 3.91], [0.44, 0.37, 0.28], [0.28, -2.21, 1.56], [0.87, 1.47, 1.10], [-0.75, 0.52, 0.11], [-1.61, 0.97, -1.58], [-2.21, -0.99, 0.01], [-0.06, 1.25, 0.36], [0.12, -1.21, 1.41], [-0.57, 1.06, -0.36]],
  "lowdin_charge": [0.111, -0.195, -0.001, 0.005, -0.030, -0.209, 0.036, 0.056, 0.181, 0.101, 0.149, 0.137, 0.107, 0.156, 0.061, 0.054, 0.098, 0.182]
}

{
  "formula": "H20O10",
  "method": "wB97M-V/def2-TZVPD",
  "multiplicity": 1,
  "gap_ha": 0.4070,
  "homo_energy_ha": -0.423,
  "lumo_ev": -0.445,
  "max_force_ev_per_a": 2.54,
  "smiles": "O.O.O.O.O.O.O.O.O.O",
  "total_energy_ev": -20798.5529,
  "symbols": ["O", "H", "H", "O", "H", "H", "O", "H", "H", "O", "H", "H", "O", "H", "H", "O", "H", "H", "O", "H", "H", "O", "H", "H", "O", "H", "H", "O", "H", "H"],
  "positions_angstrom": [[1.461, -0.082, 1.183], [0.731, 0.547, 1.283], [1.003, -0.891, 0.905], [1.747, 2.176, 1.875], [1.952, 1.392, 2.379], [2.394, 2.647, 1.353], [-0.459, 1.766, -3.590], [0.240, 1.205, -3.966], [0.040, 1.964, -2.782], [0.099, -2.448, 0.923], [0.796, -2.861, 1.448], [0.211, -2.727, -0.002], [-4.006, 0.634, -2.107], [-3.413, -0.030, -1.724], [-3.371, 0.760, -2.845], [0.713, -1.601, 4.159], [0.585, -0.690, 4.474], [1.383, -1.506, 3.468], [-2.658, 1.230, 0.885], [-3.611, 1.109, 0.809], [-2.237, 1.344, 0.033], [3.550, -1.345, -2.334], [2.834, -1.882, -2.720], [3.526, -1.404, -1.367], [-2.713, -2.209, 0.219], [-1.758, -2.069, 0.239], [-3.030, -1.384, -0.183], [1.421, 2.094, -1.085], [0.637, 2.425, -0.622], [1.934, 1.835, -0.307]],
  "forces_ev_per_a": [[-0.43, -0.72, -0.22], [0.23, -0.06, -0.12], [0.00, -0.10, 0.16], [-1.73, 1.86, 0.21], [1.33, 0.02, -0.34], [0.82, -0.52, 0.68], [1.04, -0.57, 0.38], [-0.58, 0.05, -0.54], [-0.40, 0.42, 0.20], [0.12, 0.04, -0.65], [-0.24, -0.26, -0.12], [0.21, -0.25, 0.51], [1.83, -0.55, -0.65], [-0.75, -0.27, 0.78], [-0.97, 0.86, -0.23], [0.21, 0.46, -0.03], [-0.04, -0.50, -0.13], [-0.13, 0.11, 0.13], [0.42, -0.22, 0.77], [0.22, 0.16, -0.55], [-0.63, 0.12, -0.34], [-0.16, -0.14, -0.13], [0.46, 0.31, 0.63], [-0.30, -0.15, -0.51], [0.02, 0.58, -0.66], [-0.17, -0.15, 0.49], [-0.10, -0.44, 0.43], [-0.43, 0.28, 0.47], [0.00, 0.16, -0.28], [0.16, -0.54, -0.37]],
  "lowdin_charge": [-0.088, 0.041, -0.004, -0.061, 0.034, 0.051, -0.069, 0.044, -0.006, -0.040, 0.073, 0.081, -0.059, 0.006, 0.052, -0.061, 0.045, 0.010, -0.051, 0.043, 0.014, -0.068, 0.038, 0.030, -0.047, -0.010, 0.007, -0.055, 0.045, 0.005]
}

{
  "formula": "H12O6",
  "method": "wB97M-V/def2-TZVPD",
  "multiplicity": 1,
  "gap_ha": 0.3828,
  "homo_energy_ha": -0.394,
  "lumo_ev": -0.311,
  "max_force_ev_per_a": 9.62,
  "smiles": "O.O.O.O.O.O",
  "total_energy_ev": -12477.0446,
  "symbols": ["O", "H", "H", "O", "H", "H", "O", "H", "H", "O", "H", "H", "O", "H", "H", "O", "H", "H"],
  "positions_angstrom": [[-0.027, -2.001, 2.593], [0.754, -2.295, 2.201], [-0.870, -1.706, 1.916], [-1.808, -1.615, 0.614], [-2.732, -1.655, 1.137], [-1.524, -2.290, -0.036], [-0.682, 0.458, -0.735], [-0.085, 0.763, 0.066], [-1.327, -0.015, -0.187], [-0.418, 2.485, -2.546], [-0.472, 1.780, -1.952], [0.426, 2.233, -2.769], [1.470, 1.418, 1.127], [2.160, 1.654, 1.560], [0.878, 2.026, 1.452], [1.682, -0.294, -1.736], [1.619, -1.055, -1.381], [0.956, 0.108, -1.325]],
  "forces_ev_per_a": [[-5.18, 1.91, -0.05], [1.52, -0.53, -1.65], [4.24, -1.52, 1.88], [-2.58, 0.75, 1.76], [3.02, -0.83, -2.58], [-1.23, 0.05, 0.80], [1.43, 0.98, 3.44], [-1.17, -0.56, -2.36], [-0.34, -0.33, -0.59], [-1.89, 1.95, -0.47], [-1.83, -1.76, 2.16], [3.63, 0.10, -1.98], [-5.33, -3.85, -5.07], [7.93, 1.78, 4.19], [-2.76, 2.21, 0.94], [2.25, 7.18, -4.49], [0.00, -8.92, 3.59], [-1.71, 1.40, 0.48]],
  "lowdin_charge": [-0.153, -0.036, 0.076, -0.102, 0.183, 0.106, -0.096, 0.095, 0.024, -0.005, -0.059, -0.013, 0.083, -0.046, 0.025, 0.050, -0.081, -0.051]
}

{
  "formula": "C5H10N3",
  "method": "wB97M-V/def2-TZVPD",
  "multiplicity": 3,
  "gap_ha": [0.2203, 0.2539],
  "homo_energy_ha": [-0.322, -0.521],
  "s2": 2.005,
  "lumo_ev": [-2.756, -7.270],
  "max_force_ev_per_a": 10.95,
  "total_energy_ev": -9804.7894,
  "charge": 1,
  "symbols": ["C", "C", "C", "C", "C", "N", "N", "N", "H", "H", "H", "H", "H", "H", "H", "H", "H", "H"],
  "positions_angstrom": [[-0.795, 0.726, 0.582], [-1.787, -0.083, 0.204], [0.060, -0.911, -0.607], [-3.219, 0.150, 0.567], [3.693, -0.083, 0.427], [0.348, 0.171, 0.017], [-1.215, -1.160, -0.463], [2.803, 0.792, 0.536], [-0.920, 1.694, 0.878], [-3.226, 1.166, 1.068], [-3.744, 0.213, -0.450], [-3.844, -0.432, 1.312], [0.838, -1.513, -1.039], [3.818, -0.751, -0.418], [4.534, -0.355, 1.035], [-1.622, -1.799, -1.041], [1.375, 0.572, 0.092], [2.700, 1.503, 1.331]],
  "forces_ev_per_a": [[5.46, -1.30, -2.61], [-4.19, -3.47, 0.19], [4.40, -4.54, -4.40], [-0.63, 1.49, -0.58], [1.21, -0.48, -0.02], [1.18, 9.27, 5.71], [-5.10, -0.19, 2.14], [-0.87, 1.50, 0.77], [0.22, 2.24, 1.37], [-0.15, -0.88, -0.92], [0.15, -0.08, 1.51], [1.23, -0.30, -1.16], [-0.36, -0.45, 0.05], [-1.18, 0.11, -0.72], [0.30, 0.84, 1.33], [-2.06, -1.66, -1.49], [-0.81, -0.30, -0.18], [1.19, -1.79, -0.99]],
  "lowdin_charge": [0.096, -0.201, -0.198, 0.012, -0.045, 0.068, 0.122, 0.017, 0.130, 0.103, 0.130, 0.123, 0.139, 0.081, 0.078, 0.134, 0.077, 0.136]
}